[1]
DFT (ωB97M-V/def2-TZVPD) results for a structure of composition C20H44ClN6O8PS2Ti.

The geometry in XYZ format:
```
83
Properties=species:S:1:pos:R:3:forces:R:3:lowdin_charge:R:1
Ti 0.51714 -0.16515 0.09742 -1.9 -1.1 -2.7 0.69
O 2.39554 -2.37063 2.41043 -0.2 0.4 -0.1 -0.41
Cl 1.92355 -0.99684 2.43686 1.2 -1.3 2.8 0.93
O 2.87600 -0.17963 3.20631 -0.3 -0.2 -0.3 -0.44
O 2.09972 -0.48217 1.01121 1.6 0.1 0.0 -0.57
O -0.55692 -0.26767 1.26547 -1.7 0.1 1.9 -0.45
O 1.29705 -0.77538 -1.58687 1.0 -1.3 -1.6 -0.30
N 1.62009 -2.03104 -1.91080 0.2 -1.1 -0.8 -0.15
C 2.47362 -2.26091 -2.95850 -0.7 0.5 0.8 -0.02
C 2.78951 -3.52862 -3.34425 0.1 -0.5 -0.1 -0.08
C 2.22840 -4.63131 -2.67713 -0.9 0.8 1.0 -0.05
C 1.34294 -4.38326 -1.62274 1.3 -1.4 -1.6 -0.08
C 1.04121 -3.09904 -1.22904 -0.7 2.4 1.8 -0.56
S 0.01415 -2.69963 0.10274 2.6 -0.2 -1.0 0.71
H 2.86856 -1.37421 -3.42734 0.0 0.1 0.0 0.13
H 3.46910 -3.67370 -4.17007 0.0 0.1 0.0 0.10
H 2.47773 -5.63855 -2.96363 0.0 -0.1 0.0 0.10
H 0.88541 -5.19356 -1.07905 0.0 0.0 0.1 0.11
C -1.32082 3.96397 0.37730 -0.2 -0.1 0.0 -0.09
O -1.20726 2.59659 0.67641 -0.1 0.2 0.1 -0.22
C -2.19437 1.78904 0.08773 -0.1 -0.4 -0.2 -0.20
C -1.95922 1.51085 -1.39813 -0.4 0.4 0.5 -0.17
O -1.08398 0.40718 -1.55191 0.2 0.3 0.0 -0.32
C -1.08952 -0.02644 -2.89961 0.0 -0.3 -0.3 -0.11
H -2.29398 4.35173 0.71440 0.1 0.0 0.0 0.09
H -1.21614 4.16731 -0.69496 0.0 0.0 0.0 0.09
H -0.51657 4.46268 0.91096 0.0 0.1 0.0 0.08
H -3.18788 2.24155 0.22319 0.0 0.0 0.0 0.13
H -2.12000 0.82516 0.61657 -0.5 0.4 -0.2 0.10
H -1.52454 2.39374 -1.89518 -0.1 -0.2 0.0 0.13
H -2.92416 1.27116 -1.87692 0.3 0.0 0.1 0.13
H -0.66937 0.73827 -3.56527 0.0 0.0 0.1 0.11
H -2.11393 -0.26359 -3.21594 0.1 0.1 0.1 0.09
H -0.49638 -0.93293 -2.96601 0.0 0.1 0.0 0.08
C 2.56850 5.05644 0.73530 -0.1 -0.1 0.1 -0.12
N 2.31844 3.85786 -0.02224 0.0 -0.7 0.3 -0.30
C 2.75916 3.93300 -1.39690 0.0 0.0 0.0 -0.12
P 2.25645 2.26833 0.57925 1.7 3.2 0.5 0.67
O 1.19103 1.64014 -0.25204 -0.1 -0.2 -0.3 -0.30
N 3.80689 1.67526 0.19910 -1.1 -0.2 0.5 -0.27
C 4.85983 1.64048 1.20200 0.1 0.2 0.2 -0.10
C 3.94704 0.58398 -0.74836 0.0 -0.1 -0.3 -0.12
N 1.86916 2.53494 2.17865 0.6 -0.7 -0.7 -0.27
C 0.71464 1.93674 2.83105 -0.5 -0.2 -0.2 -0.11
C 2.84214 2.96129 3.17250 0.2 0.1 0.0 -0.12
H 2.06779 5.89309 0.24278 0.0 0.1 0.0 0.08
H 3.63549 5.30309 0.81036 0.1 0.0 0.0 0.08
H 2.15144 4.94975 1.73038 0.0 0.1 0.1 0.06
H 2.23415 4.74825 -1.90017 0.0 0.0 -0.1 0.09
H 2.50506 2.99429 -1.88453 0.1 0.1 -0.3 0.07
H 3.83969 4.10083 -1.48303 0.0 0.0 0.0 0.09
H 4.63714 0.94025 2.01194 0.0 0.0 0.0 0.07
H 5.02561 2.63609 1.60568 0.1 0.0 0.1 0.07
H 5.78331 1.33046 0.71391 0.0 0.0 0.0 0.09
H 3.04608 0.50658 -1.35342 0.2 -0.1 -0.1 0.05
H 4.11221 -0.37564 -0.24577 -0.1 0.1 -0.1 0.09
H 4.80641 0.79567 -1.39438 0.0 0.0 0.0 0.09
H 0.13651 1.32214 2.13165 0.1 0.5 0.6 0.03
H 0.07830 2.73918 3.21557 -0.1 -0.1 0.0 0.10
H 1.04375 1.31464 3.66697 0.0 0.1 -0.1 0.08
H 3.65644 3.51358 2.71529 0.0 0.1 0.1 0.06
H 3.23906 2.10202 3.72007 0.0 0.1 -0.1 0.08
H 2.33938 3.62332 3.88359 0.0 0.0 -0.1 0.10
C -5.11324 -0.77507 -0.52710 0.0 0.1 -0.2 -0.09
N -4.95955 -2.04100 0.13612 0.5 -0.6 0.4 -0.22
C -5.97302 -2.31516 1.12583 -0.3 -0.1 0.1 -0.06
C -3.81212 -2.77824 0.04035 0.3 1.3 -1.6 -0.67
S -2.46496 -2.18740 -0.82863 -2.7 -0.8 0.5 0.72
N -3.85805 -4.03542 0.61623 0.0 0.0 0.1 -0.25
C -4.73664 -5.00249 -0.03111 -0.1 0.1 0.1 -0.06
C -2.57889 -4.60902 0.97980 0.1 0.0 0.0 -0.13
H -6.14357 -0.68448 -0.88246 0.0 0.0 0.0 0.09
H -4.42236 -0.73202 -1.36491 -0.1 0.1 0.0 0.03
H -4.90087 0.05839 0.15246 0.0 0.0 0.0 0.09
H -6.10084 -1.44517 1.77578 0.0 0.0 0.0 0.09
H -5.68429 -3.16648 1.73231 0.0 0.0 0.0 0.08
H -6.93282 -2.52068 0.64145 0.0 0.0 0.1 0.09
H -5.65710 -4.52596 -0.35996 0.0 0.0 0.0 0.08
H -4.97614 -5.79032 0.68242 -0.1 -0.1 0.0 0.09
H -4.24425 -5.45461 -0.89908 0.0 0.0 -0.1 0.09
H -2.01159 -3.89152 1.57016 0.0 -0.1 0.0 0.06
H -1.98145 -4.86952 0.10040 0.0 0.0 0.0 0.06
H -2.76406 -5.50487 1.57110 0.0 0.0 0.1 0.09
```
Positions in Å, forces in eV/Å.

Summary:
HOMO energy = -0.230 hartree
LUMO energy = 0.514 eV
orbital gap = 0.249 hartree
largest force on an atom = 3.6 eV/A

---

[2]
DFT (ωB97M-V/def2-TZVPD) results for a structure of composition C20H44FNNbO14.

The geometry in XYZ format:
```
81
Properties=species:S:1:pos:R:3:forces:R:3:lowdin_charge:R:1
C -2.73131 6.91125 7.74638 0.0 -0.1 0.0 -0.08
C -4.06100 7.16715 7.07497 -0.1 -0.1 0.0 -0.30
O -4.22666 6.46635 5.86898 -0.1 0.1 -0.2 -0.15
C -4.37391 5.06664 6.03456 0.1 0.1 -0.1 -0.21
C -4.91408 4.49376 4.74771 -0.1 -0.1 0.0 -0.24
O -5.34384 3.17610 4.97413 -0.1 0.0 0.1 -0.25
C -4.69784 2.18611 4.14628 0.2 -0.5 0.2 -0.37
Nb -2.61198 1.47221 4.83161 0.0 2.3 -1.3 1.63
F -1.86676 2.98905 3.81738 -0.6 -0.8 0.7 -0.54
C -3.69876 -0.10909 5.98992 0.0 0.0 -0.1 -0.40
C -2.89762 -1.21792 6.56780 0.0 0.1 0.0 -0.41
N -2.15453 -2.04984 5.96740 0.1 -0.2 0.0 0.05
C -0.52307 0.81955 5.46808 -0.2 -0.1 -0.2 -0.38
O 0.12347 -0.04055 4.49429 0.1 -0.2 0.4 -0.22
C 0.78022 0.69731 3.53504 -0.1 -0.1 -0.2 -0.33
O 1.31502 -0.20136 2.60037 0.4 0.2 0.0 -0.09
C 0.84232 0.01391 1.30179 -0.1 -0.3 -0.1 -0.21
C 1.42783 -1.01193 0.32829 0.0 0.0 0.0 -0.23
O 1.85708 -2.19772 0.97634 0.1 0.2 0.2 -0.05
H -1.91656 7.18770 7.08495 0.2 0.1 -0.1 0.08
H -2.66877 7.47937 8.66948 0.1 0.2 0.1 0.07
H -2.61239 5.86201 7.99547 0.0 -0.2 0.1 0.07
H -4.15950 8.22039 6.83038 0.0 0.2 -0.1 0.11
H -4.87543 6.91264 7.76027 -0.1 0.0 0.1 0.11
H -5.08438 4.84406 6.83310 -0.1 0.0 0.2 0.13
H -3.42103 4.59734 6.26811 0.1 -0.1 0.1 0.08
H -5.76234 5.10196 4.42575 -0.1 0.1 -0.1 0.12
H -4.15683 4.53499 3.96772 0.2 0.0 -0.1 0.11
H -5.36875 1.32808 4.11657 -0.3 0.0 0.0 0.03
H -4.63832 2.55213 3.11704 0.0 0.1 -0.2 0.04
H -2.46512 0.34539 3.37499 0.3 -0.6 0.2 -0.08
H -2.57725 2.43470 6.40472 0.5 -0.5 0.4 -0.07
H -4.29656 0.35409 6.77118 -0.1 0.2 0.1 0.03
H -4.40790 -0.55256 5.28866 -0.1 0.0 -0.3 0.03
H -2.98006 -1.34231 7.64811 0.1 0.0 0.2 0.08
H -2.09631 -1.81966 4.97253 0.0 0.0 0.0 0.02
H -0.43395 0.33078 6.43302 0.0 -0.2 0.1 0.03
H 0.05432 1.74827 5.55135 0.1 0.2 0.1 0.03
H 1.60018 1.27874 3.97790 0.1 0.0 0.1 0.13
H 0.09267 1.39362 3.03966 -0.1 0.1 -0.1 0.10
H 1.12813 1.00581 0.94425 -0.1 0.2 -0.1 0.12
H -0.24642 -0.05388 1.28903 -0.2 0.0 0.1 0.12
H 2.25608 -0.58142 -0.23161 0.3 0.1 0.1 0.11
H 0.65324 -1.24195 -0.40013 -0.1 0.0 -0.2 0.11
H 1.48049 -2.94105 0.51697 -0.2 -0.3 -0.1 0.07
C 1.50581 3.12472 -3.78143 0.0 0.1 0.0 -0.04
O 1.65356 1.78107 -3.31977 0.0 0.1 0.1 0.01
C 1.99597 0.90411 -4.25917 0.0 0.0 -0.1 -0.63
O 2.18312 1.15836 -5.42434 0.0 0.0 0.0 0.11
O 2.08867 -0.29165 -3.69708 0.0 -0.1 0.0 0.01
C 2.46234 -1.34332 -4.59525 0.1 -0.2 0.1 -0.02
H 1.22829 3.70724 -2.90898 0.0 0.0 0.0 0.09
H 2.44263 3.49403 -4.19370 0.0 0.0 0.0 0.10
H 0.72293 3.18773 -4.53443 0.0 0.0 0.0 0.10
H 3.45051 -1.15489 -5.01072 0.0 0.0 0.0 0.10
H 1.73648 -1.44089 -5.39497 -0.1 0.1 -0.2 0.09
H 2.48378 -2.25833 -4.01255 0.0 0.1 0.1 0.08
C 1.82500 -0.95985 -9.03765 0.0 0.1 0.1 -0.02
O 1.72786 -2.15152 -8.24576 0.0 0.1 0.1 0.00
C 1.32357 -3.23580 -8.89652 0.1 0.1 0.1 -0.62
O 1.04392 -3.30443 -10.06309 0.0 0.0 -0.1 0.13
O 1.28839 -4.24750 -8.02416 0.0 -0.1 -0.1 -0.01
C 0.84840 -5.48444 -8.59272 0.0 -0.1 0.0 -0.04
H 2.16211 -0.18113 -8.35865 0.0 -0.1 0.0 0.09
H 2.54568 -1.09570 -9.84113 0.0 0.0 0.0 0.10
H 0.85383 -0.70022 -9.45295 0.0 0.0 0.0 0.10
H 1.51709 -5.79959 -9.39145 0.0 0.0 0.0 0.10
H -0.16395 -5.38907 -8.97864 0.0 0.0 -0.1 0.10
H 0.86539 -6.20918 -7.78505 0.0 0.0 0.1 0.09
C 3.49323 -5.86015 -6.29717 0.0 -0.1 0.0 -0.04
O 4.41373 -6.32574 -5.30028 0.0 0.1 0.0 0.01
C 4.55384 -5.50454 -4.25640 -0.1 -0.1 -0.1 -0.62
O 3.92215 -4.49902 -4.06513 0.0 0.1 0.0 0.12
O 5.50214 -5.98921 -3.46398 0.1 0.0 0.1 0.01
C 5.73923 -5.20369 -2.28872 0.1 0.0 0.1 -0.03
H 3.47946 -6.62711 -7.06621 0.0 0.0 0.0 0.09
H 2.49751 -5.72871 -5.88186 0.0 0.1 0.1 0.09
H 3.83396 -4.91829 -6.71969 0.0 0.1 0.0 0.10
H 4.84193 -5.14717 -1.67716 0.0 0.0 0.0 0.10
H 6.06250 -4.20091 -2.55822 0.0 0.0 0.0 0.10
H 6.52709 -5.71541 -1.74586 0.0 0.0 0.0 0.09
```
Positions in Å, forces in eV/Å.

Summary:
HOMO energy = -0.146 hartree
total charge = -1
LUMO energy = 1.640 eV
orbital gap = 0.206 hartree
largest force on an atom = 2.6 eV/A

---

[3]
DFT (ωB97M-V/def2-TZVPD) results for a structure of composition C20H44N4O20S4.

The geometry in XYZ format:
```
92
Properties=species:S:1:pos:R:3:forces:R:3:lowdin_charge:R:1
C 4.91861 -6.10309 -4.93303 0.0 0.0 -1.2 -0.21
C 4.92029 -4.89084 -4.05116 0.5 1.5 -1.2 -0.18
O 4.93967 -5.39003 -2.73342 0.2 0.4 2.2 -0.18
S 5.40271 -6.92754 -2.69528 1.0 -1.0 0.2 0.72
O 4.85208 -7.74172 -1.59145 0.8 2.5 -2.8 -0.25
O 6.84453 -7.00267 -2.95087 -2.6 0.1 0.5 -0.24
O 4.57457 -7.12869 -4.05820 0.3 -3.1 1.0 -0.19
H 5.92653 -6.20814 -5.33451 -0.1 -0.5 -0.2 0.13
H 4.15734 -6.14449 -5.71203 0.2 0.3 0.0 0.15
H 4.11663 -4.19012 -4.27746 -0.5 -0.4 0.9 0.14
H 5.81435 -4.32152 -4.30538 0.3 0.0 0.6 0.13
C 9.65047 -4.95234 3.62515 -0.4 -0.4 1.3 -0.18
C 9.78029 -4.36942 5.06096 1.1 -0.1 -1.3 -0.17
O 10.12188 -3.05894 4.69257 -0.7 3.1 -0.4 -0.22
S 9.05249 -2.45622 3.59810 1.0 -0.7 0.5 0.75
O 9.71340 -1.37973 2.85681 -1.4 -2.8 1.2 -0.24
O 7.78128 -2.21749 4.24205 1.2 -0.2 -1.0 -0.25
O 8.96006 -3.98683 2.83952 -0.5 2.5 0.3 -0.21
H 9.03665 -5.84868 3.71404 0.2 -0.1 -0.8 0.11
H 10.63980 -5.05298 3.17883 0.0 -0.6 0.3 0.12
H 10.69976 -4.70651 5.53955 -0.3 -0.5 0.1 0.13
H 8.92801 -4.38117 5.74036 -0.2 -0.2 -0.3 0.13
C 7.62388 -8.79771 0.03243 -2.3 -0.4 0.8 -0.20
C 7.75575 -10.20330 0.60559 0.0 0.2 0.1 -0.16
O 8.39210 -10.05442 1.86399 2.2 1.0 1.5 -0.21
S 9.58463 -8.93345 1.72098 -1.2 -0.4 -2.4 0.75
O 10.68332 -9.47133 0.92319 -1.6 0.9 1.6 -0.25
O 9.83501 -8.25785 2.97034 -0.6 -0.9 -1.7 -0.24
O 8.58623 -8.02342 0.68641 3.0 0.4 1.1 -0.17
H 6.68569 -8.33928 0.34504 -0.3 -0.2 0.2 0.11
H 7.48278 -8.82658 -1.04802 1.4 0.4 -0.2 0.12
H 8.43497 -10.77532 -0.02650 -0.6 -0.6 -0.1 0.11
H 6.79405 -10.59505 0.93691 0.1 -0.5 -1.0 0.12
C 9.97075 -13.71459 -3.65915 0.1 -3.0 0.0 -0.22
C 8.46650 -13.77979 -3.19672 1.8 1.5 0.1 -0.11
O 8.40105 -12.56392 -2.40433 0.5 2.0 -0.9 -0.23
S 9.29062 -11.37893 -3.15179 0.7 2.4 -0.2 0.76
O 9.94729 -10.48285 -2.16771 -2.1 -2.6 -2.1 -0.26
O 8.56876 -10.75071 -4.28233 1.5 -2.1 2.8 -0.25
O 10.45580 -12.42455 -3.69926 -1.6 2.7 0.6 -0.20
H 10.18010 -14.16259 -4.63053 -0.6 -0.1 -0.1 0.13
H 10.59933 -14.27612 -2.96800 -0.1 0.0 0.3 0.13
H 8.27624 -14.50947 -2.40967 -0.1 -0.5 -0.9 0.14
H 7.82859 -13.71130 -4.07790 -0.4 -0.3 0.4 0.13
C 14.04625 -9.73291 -0.39597 -1.7 -2.1 -0.4 -0.38
O 14.97838 -9.00641 -0.33581 1.8 1.7 0.2 0.05
N 13.95319 -10.79772 -1.24778 0.0 -1.4 -0.2 -0.13
C 12.81581 -11.80205 -1.19263 0.8 0.2 -0.6 -0.03
C 15.07281 -11.08223 -2.18866 -0.5 -0.4 -0.8 -0.05
H 13.15973 -9.66067 0.25294 -0.1 0.1 -0.2 0.10
H 12.02311 -11.59583 -1.91179 0.3 0.3 -0.1 0.04
H 12.29920 -11.97986 -0.24944 0.5 0.8 0.4 0.08
H 13.20323 -12.79321 -1.42842 0.4 0.1 -0.2 0.08
H 15.72527 -11.93844 -2.01751 -0.2 -0.2 1.2 0.08
H 14.67815 -11.38014 -3.16004 -0.5 0.3 -0.1 0.08
H 15.76901 -10.27119 -2.40224 -0.6 0.4 0.6 0.08
C 13.21143 -7.18858 2.86245 1.5 2.3 3.0 -0.23
O 13.23167 -6.01615 3.36071 -0.2 -3.4 -1.9 -0.05
N 14.11040 -8.17351 3.27353 -3.4 -0.6 -2.9 -0.19
C 13.80229 -9.58076 2.96939 0.9 -0.2 -0.9 -0.06
C 15.12081 -8.01720 4.21548 1.2 0.8 1.3 -0.09
H 12.45189 -7.53447 2.14435 0.3 0.1 0.1 0.12
H 13.54235 -10.19379 3.83237 0.0 0.3 0.3 0.09
H 14.69617 -9.99478 2.50287 0.3 -0.2 0.3 0.09
H 13.08006 -9.82234 2.18957 -0.5 1.0 0.3 0.05
H 15.46613 -6.98365 4.24003 -0.3 0.0 0.3 0.10
H 14.73600 -8.35388 5.17812 0.3 0.3 0.5 0.09
H 16.01441 -8.60565 4.00735 -0.2 -0.3 -0.4 0.09
C 8.84691 -8.63853 8.41362 -1.5 -1.3 1.4 -0.37
O 9.22905 -8.73927 9.57896 0.6 0.6 -1.5 0.00
N 9.49623 -8.57690 7.24919 1.7 0.2 -2.4 -0.15
C 8.77191 -8.47313 5.91863 0.4 0.1 1.3 -0.02
C 10.96844 -8.40839 7.22571 0.0 0.4 0.2 -0.03
H 7.77257 -8.77603 8.21586 -0.3 0.4 0.0 0.13
H 8.83740 -9.34295 5.26501 0.2 -0.5 0.6 0.08
H 9.19191 -7.68703 5.29113 0.0 0.3 0.5 0.05
H 7.71975 -8.27309 6.12122 0.1 0.1 0.0 0.08
H 11.24460 -7.37333 7.02455 -0.3 0.4 0.4 0.08
H 11.38666 -8.71251 8.18524 -0.2 0.1 0.0 0.09
H 11.54675 -8.90531 6.44678 -0.8 -0.8 -0.2 0.08
C 2.66474 -11.44294 2.46303 0.4 -1.2 2.4 -0.30
O 2.54557 -12.35380 3.31033 0.3 1.8 -2.0 -0.02
N 3.71536 -10.57218 2.42621 0.3 1.0 -1.0 -0.17
C 3.79435 -9.49542 1.39519 -0.4 -0.4 0.6 -0.05
C 4.82528 -10.56046 3.35650 0.2 -0.7 0.9 -0.06
H 1.88332 -11.21435 1.72186 0.2 -0.1 -0.1 0.13
H 4.35250 -9.71667 0.48545 -0.1 -0.6 0.0 0.07
H 4.31821 -8.63129 1.80380 -0.3 0.0 0.3 0.08
H 2.77945 -9.20414 1.12459 0.1 0.1 -0.1 0.09
H 5.74465 -10.97798 2.94596 0.1 0.2 -0.4 0.07
H 5.02032 -9.56290 3.75011 0.0 0.2 -0.4 0.09
H 4.66869 -11.15612 4.25582 -0.6 -0.2 -0.3 0.09
```
Positions in Å, forces in eV/Å.

Summary:
HOMO energy = -0.335 hartree
LUMO energy = -0.101 eV
orbital gap = 0.331 hartree
largest force on an atom = 4.5 eV/A